# 1
This record from the Open Molecules 2025 dataset describes C14H37ClCoNO6 as an isolated structure in a non-equilibrium geometry. The level of theory is ωB97M-V/def2-TZVPD.

Calculated values
- total energy (eV) = -79033.00855
- expectation value of S² = 3.756
- total charge = +1
- E_LUMO (spin up / spin down) (eV) = -4.183 / -4.718
- spin multiplicity = 4

CARTESIAN COORDINATES (ANGSTROEM)
1 Co 2.28748 -1.15732 0.69294
2 Cl 0.40538 0.15432 -0.01382
3 C -3.89234 1.78859 0.76876
4 C -3.42856 0.31396 0.51511
5 O -2.47219 -0.11050 1.48145
6 O -5.04072 2.19362 0.04121
7 H -3.02167 2.44403 0.74828
8 H -4.26712 1.95245 1.77911
9 H -3.11797 0.23304 -0.52657
10 H -4.21494 -0.43855 0.57358
11 H -1.60674 -0.16616 1.06975
12 H -5.73043 2.47175 0.64829
13 C 3.73121 1.20739 -0.43720
14 O 3.65903 -0.14643 -0.51249
15 C 3.79731 -0.69977 -1.88761
16 C 3.60167 -2.17627 -1.87522
17 N 2.46228 -2.55277 -1.04472
18 C 2.56598 -3.88190 -0.40519
19 C 1.44545 -4.10272 0.68240
20 O 1.26164 -2.89933 1.40598
21 C 0.15762 -2.96914 2.27208
22 H 2.83539 1.68087 -0.83898
23 H 4.55551 1.56680 -1.05320
24 H 3.72165 1.66806 0.55062
25 H 4.76895 -0.48661 -2.33324
26 H 3.20063 -0.18013 -2.63731
27 H 4.52844 -2.66489 -1.57448
28 H 3.36371 -2.48493 -2.89316
29 H 1.74561 -2.80991 -1.70832
30 H 3.44636 -3.84578 0.23647
31 H 2.69618 -4.70842 -1.10377
32 H 1.66979 -4.96572 1.30931
33 H 0.50359 -4.39351 0.21718
34 H -0.22510 -2.04393 2.70290
35 H 0.32244 -3.73222 3.03277
36 H -0.70960 -3.53883 1.93818
37 C -1.18319 1.93007 -3.36633
38 C -2.19870 0.83533 -3.14051
39 C -2.93034 0.33420 -4.42918
40 O -1.55299 -0.33614 -2.55620
41 H -1.47737 2.59790 -4.17599
42 H -0.27621 1.47449 -3.76374
43 H -0.83086 2.52065 -2.52064
44 H -2.94400 1.08906 -2.38669
45 H -3.41991 1.17674 -4.91758
46 H -3.73121 -0.39023 -4.28116
47 H -2.36954 0.04265 -5.31721
48 H -1.20103 -0.17945 -1.67690
49 C 0.28587 3.44776 2.62691
50 C -0.53988 2.51587 3.42241
51 C 0.20055 1.16383 3.69437
52 O -0.76054 3.04338 4.68942
53 H 1.34053 3.24667 2.81493
54 H -0.05662 4.46965 2.78980
55 H 0.18040 3.28575 1.55419
56 H -1.47995 2.43175 2.87718
57 H 1.08430 1.04349 4.32095
58 H 0.62990 0.93282 2.71948
59 H -0.54165 0.43277 4.01498
60 H -1.23343 2.37192 5.18653


# 2
This record from the Open Molecules 2025 dataset describes a 2-piece molecular cluster, C4H13N4O overall in a non-equilibrium geometry. The level of theory is ωB97M-V/def2-TZVPD.

Calculated values
- total energy (eV) = -12362.55355
- total charge = +1
- E_LUMO (eV) = -2.575
- spin multiplicity = 1

CARTESIAN COORDINATES (ANGSTROEM)
1 C 1.06399 -1.24902 2.89412
2 C 1.49639 -1.78009 1.56429
3 O 1.34529 -1.11617 0.53242
4 N 2.13668 -2.96505 1.51508
5 H 0.10913 -1.71650 3.14568
6 H 0.85670 -0.18480 2.83596
7 H 2.19135 -3.32511 0.57170
8 H 1.97082 -3.67385 2.21971
9 H 1.76320 -1.46108 3.69050
10 C -2.20028 2.73861 -2.35726
11 C -0.95822 1.07191 -1.06817
12 N -0.95235 0.03423 -0.25262
13 N -2.08033 1.77800 -1.25590
14 N 0.22325 1.53641 -1.50511
15 H -1.79977 -0.22401 0.22566
16 H -0.04689 -0.38920 0.02826
17 H -2.87686 1.53793 -0.69493
18 H 0.28697 2.10954 -2.33020
19 H 0.97958 0.87121 -1.40476
20 H -2.05168 2.26298 -3.31345
21 H -1.52625 3.56191 -2.15742
22 H -3.22690 3.08660 -2.42757


# 3
This record from the Open Molecules 2025 dataset describes C29H28Ge2N2O10STi as an isolated structure. The level of theory is ωB97M-V/def2-TZVPD.

Calculated values
- total energy (eV) = -200956.52967
- expectation value of S² = 0.756
- total charge = +1
- E_LUMO (spin up / spin down) (eV) = -4.852 / -5.427
- spin multiplicity = 2

CARTESIAN COORDINATES (ANGSTROEM)
1 Ti -0.50461 -0.26351 -0.09631
2 O -2.94221 -2.64692 2.01025
3 C -1.92910 -2.35142 1.45199
4 O -1.81563 -1.23036 0.71015
5 C -0.69515 -3.19713 1.46965
6 C -0.81061 -4.47758 1.99075
7 C 0.27463 -5.32502 1.97493
8 C 1.49381 -4.93885 1.45465
9 C 1.60423 -3.65806 0.96968
10 C 0.53464 -2.75752 0.95824
11 O 0.71237 -1.54642 0.42266
12 N 2.87283 -3.25241 0.35919
13 O 3.39283 -2.23403 0.74879
14 O 3.30582 -3.98327 -0.51454
15 N 0.12242 -6.70355 2.47561
16 O 1.10755 -7.40910 2.45227
17 O -0.97639 -7.03288 2.86312
18 H -1.75904 -4.80991 2.39001
19 H 2.32629 -5.62774 1.41933
20 C 2.77814 -1.21944 -2.60990
21 Ge 1.41233 -0.96176 -3.97288
22 C 1.52564 -2.25595 -5.42544
23 C 1.37718 0.87488 -4.61472
24 Ge -0.75437 -1.50335 -2.90973
25 C -2.14278 -0.22834 -2.55615
26 C -1.97053 1.04000 -3.14245
27 C -2.89660 2.04322 -2.93626
28 C -3.99731 1.80839 -2.12205
29 C -4.18150 0.56707 -1.52390
30 C -3.26924 -0.44906 -1.73986
31 C -1.01370 -3.28869 -2.28546
32 C -2.26203 -3.84853 -1.97748
33 C -2.34248 -5.13749 -1.48004
34 C -1.18392 -5.88416 -1.28666
35 C 0.05759 -5.34779 -1.60109
36 C 0.14193 -4.05806 -2.10027
37 H 3.67609 -0.71729 -2.97532
38 H 3.02170 -2.26924 -2.45426
39 H 2.50602 -0.76783 -1.65824
40 H 2.49204 -2.13639 -5.91697
41 H 0.74366 -2.09181 -6.16589
42 H 1.45306 -3.27927 -5.05856
43 H 2.29629 1.02457 -5.18488
44 H 1.35502 1.58837 -3.79227
45 H 0.54573 1.07323 -5.28882
46 H -1.09932 1.24730 -3.74774
47 H -2.74697 3.01392 -3.38797
48 H -4.71176 2.60127 -1.94398
49 H -5.03381 0.38931 -0.88233
50 H -3.42521 -1.39994 -1.25477
51 H -3.17528 -3.29652 -2.15018
52 H -3.30892 -5.56479 -1.24805
53 H -1.25444 -6.89290 -0.89935
54 H 0.96059 -5.92774 -1.46125
55 H 1.12096 -3.65395 -2.33472
56 C 3.20799 5.59091 3.35214
57 C 2.48234 4.75514 2.33836
58 C 2.39249 3.37137 2.49097
59 C 1.70601 2.59883 1.57409
60 C 1.10180 3.22179 0.48826
61 C 1.18123 4.59471 0.30404
62 C 1.87186 5.34910 1.23439
63 S 0.21932 2.26532 -0.66694
64 O -0.03205 3.03107 -1.84039
65 O -1.01670 1.70388 0.00224
66 O 0.98183 0.98466 -0.89453
67 H 4.02281 5.03451 3.81275
68 H 2.52370 5.89498 4.14691
69 H 3.61440 6.49543 2.90290
70 H 2.87584 2.89381 3.33368
71 H 1.66477 1.52336 1.69266
72 H 0.71706 5.05676 -0.55596
73 H 1.94415 6.42052 1.09718


# 4
This record from the Open Molecules 2025 dataset describes C25H24IrN9S as an isolated structure in a non-equilibrium geometry. The level of theory is ωB97M-V/def2-TZVPD.

Calculated values
- total energy (eV) = -53369.21940
- expectation value of S² = 8.799
- total charge = +3
- E_LUMO (spin up / spin down) (eV) = -9.039 / -11.146
- spin multiplicity = 6

CARTESIAN COORDINATES (ANGSTROEM)
1 Ir 9.74488 14.68094 8.37861
2 C 13.87158 15.40090 7.07546
3 C 13.80300 16.38160 6.15906
4 C 12.64209 17.17588 6.09702
5 C 11.50373 16.87393 6.94494
6 N 11.58259 15.85388 7.81819
7 C 12.72311 15.09226 7.82673
8 C 9.01034 17.67739 7.61687
9 C 7.99776 18.69585 7.24738
10 C 6.71272 18.43753 7.35920
11 C 6.18052 17.20068 7.97678
12 C 6.99958 16.18373 8.20926
13 C 8.46811 16.25816 8.09112
14 H 14.76584 14.84089 7.23089
15 H 14.62703 16.63744 5.54603
16 H 12.55024 18.08048 5.51661
17 H 12.74777 14.33076 8.56581
18 H 8.36136 19.59877 6.73272
19 H 6.08803 19.18600 6.93766
20 H 5.08116 17.01110 7.99064
21 H 6.50150 15.25493 8.47092
22 N 10.02544 12.66303 10.95216
23 C 10.00877 13.94579 11.39025
24 N 10.23168 14.10861 12.69925
25 C 10.34712 15.40138 13.09892
26 N 10.45818 15.67849 14.38538
27 N 10.21489 16.47645 12.23698
28 C 9.97647 16.19363 11.00323
29 N 9.87314 14.94751 10.47211
30 C 9.94508 17.28236 10.00087
31 C 10.84126 18.41161 10.05716
32 C 11.20279 19.22528 9.01190
33 C 11.02369 19.11612 7.62431
34 C 10.40286 17.92458 6.93367
35 N 9.08731 17.25424 9.00168
36 H 10.32760 12.04717 11.72567
37 H 9.86392 12.35195 9.99645
38 H 10.50769 14.87571 14.97931
39 H 10.51088 16.58234 14.71833
40 H 11.25283 18.62249 11.02709
41 H 11.78822 20.09546 9.31871
42 H 11.32004 19.96549 7.07066
43 H 10.29016 18.07427 5.84613
44 C 8.92260 8.46225 4.93990
45 C 9.31407 9.38671 6.05990
46 C 9.64535 8.92474 7.32563
47 C 9.91021 9.75774 8.35580
48 N 9.88620 11.18440 8.10122
49 C 9.65423 11.61191 6.92492
50 S 9.67694 13.31986 6.58063
51 N 9.40624 10.79469 5.89533
52 C 10.25923 9.37135 9.75155
53 H 9.33381 7.51034 5.21746
54 H 9.35236 8.70768 3.97985
55 H 7.85400 8.42443 4.78925
56 H 9.51129 7.81765 7.43642
57 H 9.28573 11.10315 4.88506
58 H 10.58406 8.33591 9.70632
59 H 9.30270 9.28235 10.33740
60 H 10.88430 10.07468 10.25942


# 5
This record from the Open Molecules 2025 dataset describes an isolated ion of composition C7H17NP and charge +1 in a non-equilibrium geometry. The level of theory is ωB97M-V/def2-TZVPD.

Calculated values
- total energy (eV) = -18304.14843
- SMILES = [H]/P=C(/CCCCC)[NH2+]C
- total charge = +1
- E_LUMO (eV) = -4.527
- spin multiplicity = 1

CARTESIAN COORDINATES (ANGSTROEM)
1 H -3.35638 -0.17611 0.65321
2 P -2.18889 -0.97924 0.59536
3 C -1.44957 0.00631 -0.57133
4 C -0.03108 -0.01399 -1.01708
5 C 0.56403 -1.41719 -0.61919
6 C 2.05310 -1.32345 -0.26995
7 C 2.34161 -1.26025 1.22976
8 C 1.99026 0.04409 1.99116
9 N -2.34549 1.01497 -1.22417
10 C -2.35462 2.37231 -0.60936
11 H 0.60314 0.84018 -0.47513
12 H 0.24167 0.15392 -2.11450
13 H 0.48851 -2.15998 -1.37052
14 H 0.00265 -1.68839 0.25566
15 H 2.43152 -0.43669 -0.66479
16 H 2.71226 -2.11742 -0.73771
17 H 1.70262 -2.01318 1.83046
18 H 3.31241 -1.33538 1.36627
19 H 0.97540 0.29766 1.84920
20 H 2.10572 -0.15598 3.10907
21 H 2.58894 0.86841 1.66804
22 H -2.10574 1.09047 -2.22778
23 H -3.31531 0.69875 -1.29859
24 H -1.57846 2.95366 -1.09024
25 H -3.38388 2.71550 -0.72643
26 H -2.00442 2.02100 0.46856